Below is C20H50F4K2N2O18S4 as an isolated structure at a distorted geometry, with properties calculated with ωB97M-V/def2-TZVPD.

CARTESIAN COORDINATES (ANGSTROEM)
K 4.514 -1.345 1.839
K 3.267 -4.316 0.427
N 1.602 -8.377 3.635
S 2.838 -7.593 2.734
O 2.424 -6.566 1.737
O 4.172 -8.193 2.579
F 3.366 -6.709 3.941
S 1.552 -9.536 2.794
O 2.427 -10.638 3.286
O 1.328 -9.441 1.389
F 0.065 -9.928 3.316
N 2.133 -2.043 1.155
S 0.683 -2.800 1.741
O -0.248 -3.418 0.833
O 0.163 -2.152 2.948
F 1.412 -4.188 2.280
S 1.395 -1.068 0.267
O 0.639 -0.010 0.958
O 0.932 -1.642 -1.006
F 2.721 -0.257 -0.312
C -0.545 3.207 1.301
O -0.246 4.628 1.284
C -1.067 5.526 2.118
C -0.823 5.453 3.635
O 0.498 5.970 3.969
C 1.217 5.061 4.855
H -1.586 2.936 1.121
H -0.205 2.827 2.265
H 0.146 2.752 0.592
H -2.114 5.232 2.046
H -0.887 6.504 1.671
H -0.986 4.405 3.888
H -1.592 5.923 4.248
H 0.604 4.467 5.532
H 2.044 5.550 5.372
H 1.559 4.179 4.313
C 1.596 0.089 -3.965
O 1.506 0.667 -5.267
C 1.742 2.076 -5.266
C 2.340 2.536 -6.582
O 1.467 3.338 -7.422
C 2.008 3.921 -8.602
H 2.152 -0.830 -4.149
H 0.614 -0.190 -3.583
H 2.123 0.718 -3.247
H 2.434 2.457 -4.515
H 0.737 2.498 -5.268
H 2.779 1.779 -7.230
H 3.065 3.313 -6.339
H 1.304 4.576 -9.114
H 2.567 3.235 -9.239
H 2.797 4.566 -8.216
C -4.139 -6.378 -0.759
O -4.442 -5.202 -0.062
C -3.764 -4.059 -0.306
C -4.045 -3.060 0.819
O -5.423 -3.000 1.278
C -6.383 -2.720 0.159
H -3.159 -6.827 -0.601
H -4.032 -6.149 -1.820
H -4.871 -7.154 -0.535
H -4.094 -3.680 -1.273
H -2.711 -4.333 -0.367
H -3.849 -2.096 0.351
H -3.357 -3.223 1.649
H -6.231 -1.802 -0.409
H -7.420 -2.759 0.491
H -6.297 -3.494 -0.605
C -5.438 3.362 -2.843
O -4.609 2.157 -2.960
C -3.383 2.552 -3.425
C -2.456 1.335 -3.298
O -1.092 1.637 -3.032
C -0.787 2.028 -1.605
H -6.171 3.171 -2.059
H -6.229 3.219 -3.579
H -4.993 4.357 -2.817
H -2.925 3.371 -2.871
H -3.472 2.844 -4.472
H -2.514 0.674 -4.163
H -2.828 0.820 -2.413
H -0.467 1.168 -1.016
H -1.635 2.596 -1.223
H -0.077 2.836 -1.778
C 5.346 0.293 5.144
O 4.399 -0.503 4.473
C 3.032 -0.063 4.286
C 2.766 1.346 3.609
O 3.392 1.410 2.336
C 3.318 2.644 1.643
H 4.899 0.958 5.884
H 5.732 0.930 4.348
H 6.027 -0.303 5.752
H 2.666 0.067 5.304
H 2.429 -0.824 3.791
H 3.185 2.160 4.200
H 1.679 1.436 3.606
H 2.420 3.197 1.917
H 3.242 2.604 0.556
H 4.128 3.307 1.947

Results
⟨S²⟩: 0.750
Multiplicity: 2
Charge: -1
Calculated total energy (eV): -148235.7206

Atom charges from the Löwdin analysis, given in e for atoms 1 to 2: number 1, K, carries 0.546; number 2, K, carries 0.622